[1]
Molecular formula: C45H68Br2F4NO19P3
Method: DFT, ωB97M-V with the def2-TZVPD basis set

The structure (SMILES) is CCP(CC)[C@]1([PH2]=O)[C@@]([PH2]=N)(/C(Br)=C(/C)Br)C(=O)O[C@]1(CCCC(=O)O)C(F)(F)C(F)F.O=C1CCCO1.O=C1CCCO1.O=C1CCCO1.O=C1CCCO1.O=C1CCCO1.O=C1CCCO1.O=C1CCCO1. As for the highest occupied orbital energy: -7.58 eV. Its HOMO-LUMO gap is 7.672 eV. As for the net charge: 0. The value obtained for the calculated total energy is -266981.0685 eV. The lowest unoccupied orbital energy is 0.091 eV. As for the spin multiplicity: 1.

XYZ file:
```
142
C45H68Br2F4NO19P3 ωB97M-V with the def2-TZVPD basis set
C 6.485 -2.064 3.765
O -1.595 -0.065 0.313
H 3.864 -0.330 -1.400
C -1.092 -3.995 1.778
O 2.404 -5.820 3.735
C 4.764 -8.426 3.392
C -5.464 0.058 0.546
C 0.033 -0.814 -1.937
H 1.524 -2.502 -4.250
C -2.898 2.193 -0.949
C -1.572 -1.072 -5.510
N 2.109 -3.165 -3.755
H -4.313 6.216 -1.637
Br 1.622 -3.603 1.261
C 4.252 5.924 -4.123
H -5.996 5.783 -1.322
C 2.927 0.033 -1.002
O 3.355 -1.060 2.791
C 3.226 1.446 -0.459
C -2.415 5.770 2.544
H 4.104 -3.640 3.750
H 7.011 5.346 -4.600
H -3.462 1.345 -0.579
H -1.510 -4.914 1.388
C 2.613 2.368 -3.559
F -2.897 -1.002 -5.338
H -2.337 2.600 -0.123
C -0.617 -2.943 -0.432
H 1.335 -4.656 -1.954
O 0.598 -10.023 5.612
C 5.728 4.473 -3.140
H 3.489 -2.580 5.037
C 5.463 -7.165 2.904
C -5.595 6.311 -3.402
H 6.839 -2.822 3.062
O -4.371 3.299 -2.513
C -5.518 8.578 -2.689
C -2.134 4.349 2.098
O -5.625 9.769 -2.662
O -1.734 -1.869 -3.028
C -5.212 7.707 -3.894
H -4.930 -0.220 -0.365
H 5.033 -9.313 2.824
H -1.696 -8.682 4.542
H 3.258 1.606 -3.976
H -5.902 2.042 -0.329
H -1.669 6.842 0.831
H -2.980 0.417 -3.361
O 6.122 3.476 -2.615
H 7.336 -1.482 4.110
C -0.783 -0.275 -4.448
H 5.744 7.455 -4.609
O 4.598 -6.079 3.300
O -0.194 -8.504 7.060
H 1.164 2.314 -1.991
H 5.385 7.279 -2.893
O 5.572 -1.194 3.071
H 0.522 1.768 -3.493
H -2.315 5.818 3.629
H -0.156 -8.035 3.911
C -5.347 6.426 -1.905
F -1.145 -2.327 -5.612
H -3.416 6.074 2.249
H 5.680 -1.984 5.759
C -1.073 -7.364 7.001
H -1.889 -6.332 5.247
C -0.190 -3.444 0.729
H 4.153 5.683 -5.183
C -0.763 -8.179 4.800
O 4.411 4.695 -3.390
Br -2.528 -3.035 -0.582
H 7.326 5.902 -2.936
C -2.279 0.319 -2.546
C -6.326 1.303 0.350
H -2.130 2.394 -2.896
H -2.788 -0.245 -1.783
C 3.293 -8.032 3.278
F 0.506 -0.470 -4.797
O -6.290 -2.090 1.327
H -1.877 -3.298 2.029
O -2.862 3.401 2.179
H 0.422 5.496 2.604
O -0.885 4.260 1.593
P 1.735 -0.031 -2.415
C 5.508 6.734 -3.829
C -0.210 5.527 1.714
C 1.404 1.722 -2.870
C 4.274 -2.720 4.300
C -1.323 6.561 1.826
H 2.676 -8.501 4.041
H 6.441 -7.021 3.357
H -0.732 -6.620 7.717
P 1.669 -3.321 -2.258
H 2.890 -8.239 2.286
C -1.098 -0.573 -2.963
C 5.674 -2.664 4.906
H -1.337 -0.572 -6.446
C -1.951 1.732 -2.059
H -1.016 7.467 2.343
C 0.147 -2.393 -1.653
C -3.898 3.205 -1.404
H 5.015 -8.608 4.438
C 4.296 -1.574 3.320
C 6.555 5.636 -3.653
O -7.723 -0.591 0.470
H -6.494 1.789 1.313
H 2.731 -2.951 -1.421
H -0.534 -4.222 2.675
H 0.257 1.239 -0.352
H 2.333 2.008 -0.229
H 3.135 2.994 -2.861
H 6.052 -3.628 5.242
H 3.817 1.313 0.429
H 0.420 5.677 0.841
H -0.140 -6.218 5.434
H 0.672 -0.721 0.635
H 2.704 -0.595 -0.149
H 3.864 1.972 -1.152
C 3.333 -6.533 3.482
O -5.629 7.807 -1.584
P -0.216 -0.081 -0.237
H 3.344 6.420 -3.787
H -4.231 3.566 0.407
H -7.624 0.555 -1.242
H -4.147 7.785 -4.116
H -8.502 1.289 0.111
H 2.263 3.029 -4.338
H -2.077 -7.689 7.282
C -6.492 -1.014 0.852
H -0.926 1.879 -1.766
C -0.861 -2.868 -2.774
H 5.570 -7.141 1.818
F -1.036 1.019 -4.754
H -6.656 6.135 -3.589
C -0.027 -9.026 5.824
C -7.630 0.700 -0.160
H -5.795 8.025 -4.753
H -4.762 0.161 1.369
O -4.292 4.075 -0.415
H -5.036 5.503 -3.864
C -1.000 -6.876 5.560
O -0.880 -3.956 -3.335
```



[2]
Molecular formula: C15H12Br2N2O2Pd
Method: DFT, ωB97M-V with the def2-TZVPD basis set

As for the highest occupied orbital energy: -7.88 eV. Its HOMO-LUMO gap is 7.120 eV. As for the net charge: 0. The value obtained for the calculated total energy is -166388.6014 eV. The lowest unoccupied orbital energy is -0.765 eV. As for the spin multiplicity: 1.

XYZ file:
```
34
C15H12Br2N2O2Pd ωB97M-V with the def2-TZVPD basis set
H -1.673 -1.252 -1.788
C 2.780 2.702 -1.255
Br 2.108 1.656 3.105
C 3.506 3.522 -2.107
C 1.686 1.705 -3.152
H -4.623 -4.382 2.157
Br 0.140 -0.408 4.350
H 2.917 2.761 -0.184
H 1.066 1.677 5.365
C 1.504 0.901 4.752
C 3.320 3.436 -3.479
H -2.852 -3.075 3.277
C -2.317 -2.073 0.094
Pd 0.014 -0.072 1.542
H 0.974 0.988 -3.537
C -3.980 -3.734 1.574
C -2.995 -3.017 2.206
O -1.189 -1.544 2.127
C 2.413 2.523 -4.000
N 0.221 0.113 -1.340
N -0.480 -0.539 -0.342
O 1.304 1.052 0.421
H 4.220 4.225 -1.698
C -2.130 -2.169 1.481
H -4.944 -4.205 -0.306
H 2.273 2.447 -5.071
H 2.327 0.400 5.242
C 1.082 0.935 -0.844
C -4.164 -3.640 0.184
H -3.452 -2.728 -1.606
C -3.335 -2.817 -0.532
C 1.865 1.794 -1.773
C -1.471 -1.261 -0.720
H 3.886 4.080 -4.141
```



[3]
Molecular formula: CH3N5
Method: DFT, ωB97M-V with the def2-TZVPD basis set

The structure (SMILES) is [H]/N=c1\nn[nH][nH]1. As for the highest occupied orbital energy: -9.45 eV. Its HOMO-LUMO gap is 9.163 eV. As for the net charge: 0. The value obtained for the calculated total energy is -8532.0433 eV. The lowest unoccupied orbital energy is -0.283 eV. As for the spin multiplicity: 1.

XYZ file:
```
9
CH3N5 ωB97M-V with the def2-TZVPD basis set
C -0.237 0.753 0.180
N -0.508 1.748 0.876
H -1.048 -0.841 1.558
H 0.167 2.510 0.546
N -1.016 -0.485 0.372
N -0.130 -1.390 -0.365
N 1.047 -0.828 -0.788
H -0.438 -1.936 -1.085
N 0.998 0.348 -0.395
```



[4]
Molecular formula: C19H17N2O3S
Method: DFT, ωB97M-V with the def2-TZVPD basis set

The structure (SMILES) is Cc1ccc([S@@](=O)([O-])=N[C@H](Oc2ccncc2)c2ccccc2)cc1. As for the highest occupied orbital energy: -4.58 eV. Its HOMO-LUMO gap is 7.539 eV. As for the net charge: -1. The value obtained for the calculated total energy is -39937.2174 eV. The lowest unoccupied orbital energy is 2.957 eV. As for the spin multiplicity: 1.

XYZ file:
```
42
C19H17N2O3S ωB97M-V with the def2-TZVPD basis set
H 7.017 -1.705 -0.636
C 3.211 -0.223 0.044
C -1.724 1.189 2.179
H 4.809 -1.322 0.982
O -0.877 0.529 1.350
C 4.393 -0.968 -2.389
N -3.196 2.441 4.102
H 4.865 -1.256 -3.348
C -4.696 -0.401 -1.038
H 2.803 0.174 -3.333
C -3.599 0.452 -0.802
H -1.080 -1.793 -0.970
H -1.358 1.791 -0.383
C -2.307 -0.098 -0.704
N 0.054 0.270 -0.758
H -0.957 3.127 1.721
S 1.216 1.299 -1.091
C -1.145 0.714 -0.173
C 3.235 -0.168 -2.402
O 1.051 1.800 -2.422
C -4.488 -1.770 -1.200
C -3.357 1.158 3.933
H -2.803 -0.574 2.782
C -2.079 -1.447 -0.987
H -5.693 0.025 -1.135
C -1.659 2.567 2.315
H -4.041 0.631 4.575
C 2.643 0.213 -1.173
H 6.032 -3.168 -0.633
H -3.730 1.519 -0.646
C 4.973 -1.388 -1.185
C -3.204 -2.305 -1.200
H 2.757 0.091 0.971
H 6.543 -2.451 -2.176
H -2.299 4.207 3.541
C 4.367 -1.015 0.018
C -2.399 3.154 3.355
C 6.211 -2.226 -1.162
O 1.541 2.227 -0.040
H -5.345 -2.438 -1.395
C -2.668 0.485 2.914
H -3.017 -3.345 -1.399
```